120
Properties=species:S:1:pos:R:3:forces:R:3:lowdin_spin:R:1 method="wB97M-V/def2-TZVPD" spin_multiplicity=2 total_energy_ha=-3057.0749 lumo_energy_ev="-3.59 / -9.64" molar_mass_g_mol=720.600 relative_energy_kcal_mol=142.7 largest_force_ha_per_bohr=0.0601 charge=+1
O 3.671134 5.227156 -1.295263 1.837 2.466 -0.323 0.0003
O 4.210663 -1.366966 -4.731577 0.492 1.788 -0.801 0.0000
O -4.634303 3.851798 0.400505 0.438 -0.226 1.002 0.0001
O 3.952247 -5.336598 0.050300 0.110 -0.101 0.217 0.0000
O -5.100558 -2.034080 -2.463836 0.628 -0.169 -0.774 0.0000
O 4.496227 2.826477 -3.258685 1.058 -0.718 -0.146 0.0009
O 1.321233 -1.973668 5.089249 0.224 0.174 0.316 0.0000
O 2.806681 -0.954164 -2.690914 -0.523 0.263 0.469 0.0000
O -0.499024 -3.930100 0.169028 0.358 -0.193 -0.191 0.0000
O -2.090017 -0.631864 3.508930 0.396 0.865 0.667 0.0107
O -4.628766 -3.070841 0.362095 0.001 0.137 -0.226 0.0000
O 0.192263 -1.296551 -3.043328 -0.685 0.661 -0.290 0.0000
O 0.702154 3.808745 1.427044 -1.144 0.057 0.281 0.7283
O 2.254737 -3.917009 1.752622 -0.410 0.739 1.187 0.0000
O -6.339141 1.447953 -0.053460 0.229 1.132 -0.064 0.0000
O 3.441581 -1.689160 3.166824 1.799 1.312 0.419 0.0000
O 2.936506 -3.679913 -2.566527 0.071 0.227 -0.424 0.0000
O 0.213590 -4.058361 -3.545531 -0.716 -0.083 0.198 0.0000
O -4.463700 -0.011648 -1.185016 1.591 1.673 1.073 0.0002
O -4.037527 2.409779 3.959871 -0.610 -0.970 -0.423 0.0001
O -0.361334 3.988391 -2.093929 0.665 0.453 -0.734 0.0006
O -2.840673 4.153776 2.469543 0.504 0.063 -0.614 0.0002
O 1.246279 0.549641 -0.650408 0.367 2.561 -0.694 -0.0008
O 3.785719 -0.872611 -0.234076 0.225 -0.799 0.780 0.0000
O -2.702594 0.773288 0.817869 0.717 0.022 -0.081 0.0032
O -0.103625 -2.155910 2.708854 -0.503 0.450 -0.017 0.0002
O -1.107235 1.258814 -2.014648 -0.687 -0.219 0.328 0.0000
O -0.408327 1.870478 2.488421 0.328 1.315 0.967 0.2475
O 5.929064 0.588142 -0.273562 0.227 0.588 1.338 0.0001
O -1.457290 -2.515581 -5.391138 0.296 -1.760 1.001 0.0000
O 4.088700 2.836951 3.726789 -0.144 -0.648 0.263 0.0020
O -5.709713 -1.079136 2.731155 -1.021 -1.701 0.767 0.0000
O 0.649996 0.211151 -6.065080 -0.195 0.238 0.209 0.0000
O -1.036732 3.129417 5.605512 0.230 0.127 -0.664 0.0001
O 3.964054 2.674380 1.012349 0.113 0.019 -1.585 0.0006
O -2.010757 -2.681065 -1.636627 -1.043 2.256 -0.211 0.0000
O 2.451762 2.990407 -1.527397 -0.184 -1.026 0.851 0.0121
O -2.535587 -3.530938 3.526822 -0.123 0.195 -0.640 0.0003
O 1.313951 -1.831375 0.223126 -1.422 -0.653 -0.368 0.0000
O -1.503423 4.256024 0.014007 0.289 0.249 0.667 -0.0019
H 1.342899 -0.322423 -5.662063 -0.066 -0.171 -0.306 0.0000
H -3.412710 0.124163 0.918681 -0.110 0.221 -0.165 0.0000
H -1.156981 -0.463596 3.341114 0.083 -0.412 -0.419 -0.0004
H 0.864825 -2.105803 4.244664 -0.207 0.158 0.041 0.0000
H 2.796346 5.341378 -0.959573 -0.418 -1.256 0.128 -0.0002
H -2.178990 3.458103 2.587098 -0.246 -0.135 0.106 -0.0003
H 3.734989 3.421114 0.433190 -0.178 0.203 0.621 -0.0001
H 2.385178 2.062072 -1.227632 -0.033 0.088 -0.210 -0.0001
H 0.453495 -2.237774 -0.046063 0.994 0.489 -0.136 0.0000
H -1.810654 5.031390 0.485699 -0.710 0.347 0.327 -0.0001
H -0.210161 4.354224 -2.972150 0.064 -0.019 -0.238 0.0000
H 4.083381 3.793529 3.774115 0.199 0.071 -0.253 0.0000
H -2.267714 -4.090811 4.252668 0.024 -0.312 0.214 0.0000
H -4.083437 -2.302174 0.177255 0.262 0.094 0.062 0.0000
H 0.568894 3.005515 0.872636 0.540 0.066 -0.342 -0.0036
H 0.349942 -4.151403 0.587302 -0.285 -0.205 0.248 0.0000
H 4.447783 -4.834732 -0.602349 -0.038 0.030 0.013 0.0000
H -0.993905 3.918444 5.045342 -0.215 0.019 0.360 0.0000
H 1.064885 -4.222836 -3.938677 0.598 -0.242 -0.204 0.0000
H -3.723830 -0.395355 -1.664347 -0.204 -0.111 0.044 0.0000
H -1.370280 -2.878110 -4.486867 -0.102 1.393 0.698 0.0000
H 3.825740 3.077470 -2.621085 -0.653 0.219 -0.526 0.0000
H -5.008054 -1.249841 -3.023231 -0.620 -0.337 -0.509 0.0000
H -0.957070 -3.303680 0.740454 -0.257 -0.445 0.060 0.0000
H -5.485273 -2.751632 0.047828 -0.070 -0.346 0.096 0.0000
H 2.446186 -0.999291 -1.783753 -0.416 0.554 -0.538 0.0000
H 3.632088 -1.468253 -0.960755 0.337 -0.196 -0.579 0.0000
H -6.523447 -0.865512 2.268400 0.395 0.570 -0.180 0.0000
H -0.190333 4.320969 1.263937 0.867 -1.120 -0.019 0.0020
H -0.745158 2.100674 -2.295536 0.383 0.283 -0.192 0.0000
H 4.337424 2.571663 2.822130 -0.213 0.638 0.277 0.0000
H 1.752052 -2.605783 0.602731 0.631 -0.134 0.130 0.0000
H -2.256227 3.649300 0.058189 0.031 0.036 0.055 0.0001
H 5.501721 0.371055 -1.093781 0.093 -0.058 -0.672 0.0000
H -3.240968 -3.991828 3.050937 0.083 0.094 0.217 0.0000
H 1.638044 0.475278 0.217059 -0.146 -1.401 0.168 -0.0001
H -1.895889 1.553489 -1.536300 -0.058 -0.480 -0.058 0.0000
H 2.440989 -3.453654 2.610892 -0.021 -0.458 -0.946 0.0000
H -3.487628 3.195940 4.017980 -0.164 -0.172 0.769 0.0000
H -1.363517 -3.448704 -5.661537 -0.081 0.467 -1.630 0.0000
H -0.116669 -0.354528 -6.229299 0.302 -0.164 0.068 0.0000
H 0.087096 1.224398 3.023072 0.242 0.251 -0.336 0.0001
H 2.452127 -2.895440 -2.895038 0.144 -0.170 0.503 0.0000
H -0.435052 4.761173 -1.513418 -0.200 -0.529 -0.276 0.0000
H 4.563222 3.422940 -4.007747 -0.309 0.232 0.279 0.0000
H -5.562242 1.519259 0.504588 0.122 -0.874 0.613 0.0000
H 0.511600 -0.002422 -0.908800 -0.048 -0.379 0.619 0.0000
H 4.382237 -1.405595 3.204674 0.082 -1.230 -1.163 0.0000
H -4.990435 -0.505680 2.569606 0.632 1.258 -0.454 0.0000
H 3.806651 -1.543759 0.468408 0.134 0.685 0.406 0.0000
H 3.285850 -1.021091 3.842521 -1.785 -0.198 0.571 0.0000
H 3.367774 -5.894737 -0.463726 -0.071 -0.141 -0.237 0.0000
H -1.911888 0.212257 0.826018 -0.351 -0.021 -0.055 -0.0002
H 3.851602 -3.415073 -2.736814 -0.065 -0.270 0.128 0.0000
H 4.480570 2.165731 0.352934 0.183 -0.569 0.743 0.0000
H 2.082171 -0.551326 -3.196288 0.028 -0.194 0.347 0.0000
H -5.270194 -0.424370 -1.452302 -0.599 -0.554 -0.174 0.0000
H -1.086284 -2.848556 -1.746386 0.749 -0.490 -0.277 0.0000
H -0.534373 -0.648463 -3.016282 0.225 0.030 0.147 0.0000
H -4.151522 -2.173210 -2.294518 -0.375 -0.672 0.145 0.0000
H -4.540542 3.114921 -0.201453 -0.061 0.182 -0.784 0.0000
H 1.587076 3.136400 -1.906332 -0.553 0.304 -0.371 -0.0004
H -0.249327 2.652176 5.318611 0.022 -0.069 0.343 -0.0001
H 6.752111 1.070545 -0.395962 -0.108 -0.093 -0.578 0.0000
H 4.109634 4.395957 -1.450526 -0.936 -0.372 0.272 0.0000
H 0.242545 -2.626873 1.950462 0.356 0.068 0.113 0.0000
H 2.725073 -4.753915 1.780886 0.343 -0.043 -0.262 0.0000
H -0.559340 1.501110 1.632039 -0.394 -0.929 -1.014 -0.0012
H -2.504208 -3.471731 -1.532769 -0.231 -1.460 0.310 0.0000
H 3.943411 -2.153752 -4.291342 -0.342 -0.572 0.541 0.0000
H -4.128611 1.883294 4.766447 0.377 0.794 -0.082 0.0000
H 0.192514 -1.540885 -3.982180 -0.063 -0.305 0.187 0.0000
H 1.078738 -1.104999 5.429285 -0.106 -0.243 -0.064 0.0000
H -2.128752 -0.282247 4.413439 -0.734 -0.234 -0.109 -0.0002
H -4.783160 4.697992 -0.019245 -0.146 -0.031 -0.601 0.0000
H 0.256704 -4.483274 -2.682272 0.090 -0.078 -0.023 0.0000
H -6.287280 2.363585 -0.373049 -1.054 -0.329 -0.275 0.0000
H -1.068850 -2.304539 2.753419 0.198 -0.498 0.429 0.0000
H -3.478136 3.775880 1.818401 0.071 0.335 0.717 0.0000
H 4.025407 -0.616922 -4.117385 0.373 -1.220 -0.584 0.0000